ORCA calculation (ωB97M-V with the def2-TZVPD basis set) on a structure of composition C25H55Br2INO5P2Si at a distorted geometry.

Output
* LUMO: 2.279 eV
* Kohn-Sham gap: 0.2431 hartree
* charge: -1
* energy: -7834.4408 Eh

Atoms and positions in Å:
C1 -0.33516 -5.72825 -1.34255
C2 -1.21597 -4.65451 -1.90552
N1 -1.82141 -4.98079 -2.96835
C3 -1.50651 -3.26857 -1.30387
C4 -0.65644 -2.65032 -0.15469
C5 -0.87883 -3.66118 0.99867
Br1 -0.60169 -3.02607 2.84846
C6 -2.26867 -4.35645 1.07147
C7 -3.46253 -3.45960 1.32004
Br2 -2.18894 -5.59609 2.63916
O1 -1.22680 -1.38716 -0.04174
P1 -0.24747 0.10515 -0.35236
C8 0.61791 1.80431 -0.62933
C9 -0.04109 2.83264 -1.53959
O2 1.04663 3.56224 -2.20434
C10 0.16650 0.15524 1.53740
C11 1.32776 0.95123 2.15318
C12 2.72175 0.86488 1.51815
C13 1.47129 0.46764 3.63558
C14 -0.38940 -0.05267 -2.26232
C15 0.73880 0.35182 -3.24692
C16 0.50111 -0.45838 -4.56023
C17 2.24240 0.25440 -2.95550
Si1 -2.24407 1.18003 0.07220
C18 -3.41222 0.02849 1.05347
C19 -3.33208 1.73280 -1.37836
C20 -2.07866 2.64802 1.26917
O3 1.16327 -0.98710 -0.49157
C21 0.87732 -2.34882 -0.55823
C22 1.29579 -2.92652 -1.92377
P2 2.19351 -3.23648 0.50444
O4 2.35382 -2.36084 1.87532
I1 4.40068 -2.81780 -0.60245
H1 -0.74852 -6.05569 -0.38813
H2 -0.34891 -6.59875 -1.97851
H3 0.69167 -5.44780 -1.14118
H4 -2.43480 -4.21925 -3.27027
H5 -2.55542 -3.17844 -1.06459
H6 -1.46099 -2.62215 -2.17229
H7 -0.15560 -4.45886 0.92476
H8 -2.49753 -5.03752 0.26360
H9 -3.29540 -2.69303 2.06426
H10 -3.85675 -3.01849 0.41285
H11 -4.26194 -4.08841 1.69768
H12 0.62189 2.37784 0.29946
H13 1.67526 1.73558 -0.84212
H14 -0.59894 3.59925 -1.00535
H15 -0.67496 2.45478 -2.34328
H16 0.67332 4.05452 -2.94911
H17 0.41821 -0.86446 1.78670
H18 -0.73279 0.36498 2.11701
H19 1.09795 2.00729 2.27795
H20 2.88554 1.68818 0.82916
H21 3.46415 1.00738 2.30485
H22 2.95484 -0.07331 1.03412
H23 2.21660 -0.31451 3.73141
H24 1.83709 1.30773 4.22492
H25 0.49264 0.16520 3.99397
H26 -1.28073 0.43261 -2.65910
H27 -0.59256 -1.10053 -2.48402
H28 0.54089 1.35394 -3.61335
H29 -0.55762 -0.65068 -4.70498
H30 0.93619 0.05397 -5.41426
H31 0.96040 -1.43716 -4.45525
H32 2.56704 0.22426 -1.92309
H33 2.74886 1.10267 -3.41142
H34 2.68161 -0.61147 -3.44532
H35 -2.93703 -0.38556 1.93560
H36 -3.89709 -0.70780 0.42119
H37 -4.20965 0.68738 1.41733
H38 -3.01729 2.64476 -1.87429
H39 -3.45525 0.93391 -2.10780
H40 -4.33186 1.94763 -0.99645
H41 -1.28258 3.35150 1.04890
H42 -1.89217 2.27592 2.27316
H43 -3.04528 3.15029 1.32204
H44 2.04566 -2.28912 -2.36231
H45 0.47882 -2.94316 -2.63203
H46 1.76060 -3.90316 -1.83729
H47 3.17934 -2.62273 2.31683
C23 2.88953 4.91811 2.86350
C24 1.61280 5.29383 2.12666
C25 1.36466 6.79478 2.17267
O5 0.50574 4.60005 2.69390
H48 2.81952 5.19739 3.91951
H49 3.04775 3.83943 2.82281
H50 3.75938 5.41533 2.43016
H51 1.68145 4.96575 1.08816
H52 1.24755 7.13288 3.20685
H53 0.44413 7.04510 1.64400
H54 2.18937 7.34743 1.71876
H55 0.42060 4.86916 3.61604

***

ORCA calculation (ωB97M-V with the def2-TZVPD basis set) on a structure of composition C25H55FIN2O11P3 at a distorted geometry.

Output
* LUMO: 0.188 eV
* Kohn-Sham gap: 0.3187 hartree
* energy: -3344.4637 Eh

Atoms and positions in Å:
C1 2.36799 -6.22198 -3.21835
C2 2.89750 -4.78507 -3.42252
C3 2.74282 -3.95675 -2.13902
C4 2.58775 -2.40611 -2.30252
C5 1.04477 -2.20986 -2.32589
C6 0.45318 -0.82298 -2.55682
F1 0.48880 -3.03238 -3.31769
C7 3.19493 -1.61866 -1.09197
C8 4.49846 -2.23113 -0.40536
O1 5.46661 -1.23593 -0.19467
C9 6.80666 -1.64634 -0.37159
P1 2.13062 -1.33471 0.39387
N1 1.58987 -2.61404 1.13331
N2 3.57355 -0.27904 -1.58720
C10 3.58568 -0.30510 -2.99166
O2 3.72341 0.70468 -3.64788
C11 3.32451 -1.74452 -3.51766
I1 5.37311 -2.40993 -3.81730
C12 2.53795 -1.59325 -4.83844
C13 3.29644 -1.58143 -6.15367
O3 4.13496 -0.44835 -6.29509
H1 3.19948 -6.86612 -2.92290
H2 1.63813 -6.28219 -2.41195
H3 1.97224 -6.63375 -4.14442
H4 2.37464 -4.32634 -4.25745
H5 3.94378 -4.88891 -3.69496
H6 1.81493 -4.29900 -1.67848
H7 3.53805 -4.21024 -1.44311
H8 0.65016 -2.60052 -1.38664
H9 -0.52755 -0.79158 -2.07940
H10 1.01943 -0.00216 -2.12945
H11 0.27998 -0.63600 -3.61302
H12 4.20084 -2.60117 0.58535
H13 4.90523 -3.06500 -0.96967
H14 6.92706 -2.73197 -0.33552
H15 7.40286 -1.22434 0.43826
H16 7.20527 -1.27860 -1.31963
H17 1.07172 -0.49261 0.01377
H18 2.93972 -0.54975 1.23915
H19 1.86421 -3.47120 0.66846
H20 2.92293 0.43235 -1.26680
H21 1.79555 -2.37989 -4.94447
H22 1.98493 -0.65693 -4.78949
H23 3.83130 -2.52188 -6.32655
H24 2.52719 -1.53637 -6.93528
H25 4.24396 -0.28888 -7.23414
O4 0.74764 1.85016 -0.63876
P2 0.56188 3.09579 0.11437
O5 -0.44450 4.11502 -0.57092
C14 -1.73436 3.63793 -1.00216
C15 -2.58229 3.13297 0.14644
O6 1.90026 3.98112 -0.04281
C16 3.12639 3.31222 -0.35869
C17 3.55012 3.58796 -1.78261
O7 0.32906 3.19664 1.66265
C18 0.61779 4.36027 2.46294
C19 -0.45545 5.42363 2.39180
H26 -1.59709 2.85853 -1.75424
H27 -2.21541 4.48437 -1.48895
H28 -2.13852 2.24390 0.59986
H29 -3.58202 2.87147 -0.20031
H30 -2.66828 3.89083 0.92083
H31 3.01438 2.24157 -0.19284
H32 3.88522 3.67173 0.33916
H33 2.74969 3.36945 -2.48877
H34 4.41136 2.96778 -2.03210
H35 3.82287 4.63673 -1.90975
H36 1.59769 4.76259 2.21574
H37 0.68519 3.98060 3.48227
H38 -0.40401 5.98513 1.45954
H39 -0.31402 6.12581 3.21395
H40 -1.44873 4.98457 2.47085
O8 -5.61344 0.76917 1.97749
P3 -5.69582 0.27091 3.35025
O9 -6.80113 1.01165 4.22931
C20 -8.13321 1.14943 3.70839
C21 -8.82642 -0.17949 3.48400
O10 -4.40693 0.80965 4.16051
C22 -3.20710 1.14419 3.45893
C23 -3.02223 2.64383 3.41394
O11 -5.70562 -1.23368 3.79518
C24 -5.31890 -1.70950 5.09727
C25 -6.40323 -1.56065 6.14089
H41 -8.09706 1.72552 2.78174
H42 -8.67759 1.73846 4.44483
H43 -8.33142 -0.75663 2.70001
H44 -9.86130 -0.01740 3.18264
H45 -8.81481 -0.78238 4.39125
H46 -3.22367 0.73194 2.44955
H47 -2.38038 0.67295 3.99425
H48 -3.91069 3.13247 3.01249
H49 -2.16380 2.90078 2.79742
H50 -2.85842 3.04195 4.41748
H51 -4.38922 -1.24397 5.41678
H52 -5.10195 -2.76684 4.94865
H53 -6.49265 -0.53058 6.48426
H54 -6.15397 -2.18053 7.00271
H55 -7.36951 -1.87412 5.74868

***

ORCA calculation (ωB97M-V with the def2-TZVPD basis set) on a cluster of 9 separate species, C25H55N5O18S3 in total at a distorted geometry.

Output
* LUMO: -0.303 eV
* Kohn-Sham gap: 0.3320 hartree
* energy: -3808.2019 Eh
* structure (SMILES): O=S1(=O)OCCO1.O=S1(=O)OCCO1.O=S1(=O)OCCO1.CNC(C)=O.CNC(C)=O.CNC(C)=O.CNC(C)=O.CNC(C)=O.C1CCOC1

Atoms and positions in Å:
O1 16.14918 4.73534 23.26414
S1 16.40395 6.07176 22.83830
O2 17.14521 6.96018 23.66303
O3 17.10502 5.99711 21.35442
C1 16.21286 6.46260 20.33975
C2 15.12269 7.25976 21.02001
O4 14.97100 6.68023 22.32266
H1 16.74904 7.11874 19.65195
H2 15.90440 5.60116 19.74518
H3 14.14462 7.26864 20.55075
H4 15.47160 8.28140 21.20250
O5 18.70411 14.35612 24.03282
S2 20.09895 14.03560 23.92025
O6 21.05173 15.08907 23.87945
O7 20.47375 12.94870 25.09832
C3 21.51441 12.12315 24.62179
C4 21.14114 11.83749 23.16003
O8 20.34180 12.95839 22.75628
H5 22.54480 12.48474 24.66246
H6 21.49538 11.18597 25.17344
H7 20.58931 10.90073 23.22374
H8 21.98521 11.77840 22.48080
O9 25.79992 11.67139 19.97809
S3 24.37530 11.65035 20.11033
O10 23.71212 12.81257 20.65116
O11 23.69443 11.23520 18.67951
C5 23.63278 9.82010 18.52497
C6 23.91011 9.23275 19.90289
O12 23.86254 10.29342 20.82600
H9 22.63441 9.50932 18.22093
H10 24.39170 9.46379 17.83342
H11 24.91638 8.79772 19.95596
H12 23.26489 8.42069 20.23812
C7 24.13944 6.33361 23.17366
N1 22.74037 6.54649 22.85250
C8 22.19754 7.78705 22.85665
C9 20.73832 7.96133 22.58195
O13 22.85341 8.78031 23.17974
H13 24.22841 5.27749 23.42394
H14 24.50189 6.87662 24.04261
H15 24.76930 6.62657 22.33140
H16 22.25846 5.86413 22.28138
H17 20.40755 8.80860 23.17109
H18 20.19723 7.03842 22.79514
H19 20.55895 8.19822 21.53340
C10 17.51724 9.87886 14.83172
N2 16.63951 9.74746 15.98023
C11 16.47820 8.63167 16.69529
C12 17.02771 7.26904 16.29778
O14 15.69253 8.63804 17.65144
H20 18.07657 8.99221 14.55970
H21 18.24316 10.67653 15.01230
H22 16.95516 10.23422 13.96722
H23 16.17955 10.53726 16.40940
H24 17.06436 6.60665 17.15620
H25 18.00038 7.36022 15.80985
H26 16.37705 6.79298 15.56214
C13 16.71036 10.60412 24.37414
N3 16.87518 11.61165 23.31842
C14 15.84598 11.97200 22.51557
C15 16.15324 13.02109 21.45852
O15 14.74269 11.45741 22.60698
H27 15.83314 10.84543 24.96830
H28 17.60278 10.60747 24.99210
H29 16.54603 9.65353 23.86284
H30 17.82743 11.80792 23.06807
H31 15.26022 13.56676 21.16077
H32 16.48035 12.57176 20.51190
H33 16.97007 13.69649 21.71786
C16 16.20475 15.63941 16.72277
N4 16.00626 14.49442 15.84900
C17 15.25088 13.40383 16.03409
C18 14.85357 12.99431 17.43469
O16 15.01118 12.68087 15.06222
H34 16.36564 15.35390 17.76429
H35 15.40935 16.37684 16.63132
H36 17.17942 16.06394 16.47520
H37 16.33489 14.66756 14.91365
H38 15.62894 13.26026 18.16056
H39 14.71744 11.91822 17.45583
H40 14.00359 13.52518 17.86690
C19 20.01078 6.90704 19.16316
N5 20.25082 5.49422 18.90144
C20 20.73936 4.60385 19.79955
C21 20.99710 3.19814 19.27854
O17 20.95500 4.88012 20.96955
H41 19.56072 7.37303 18.28720
H42 20.96363 7.43964 19.26237
H43 19.37327 7.01802 20.03728
H44 20.20688 5.28937 17.91937
H45 20.24579 2.55001 19.73290
H46 22.01831 2.86575 19.41364
H47 20.70307 3.12725 18.22527
C22 18.86397 10.40822 20.53459
C23 19.90422 11.13832 19.71374
C24 19.00210 11.93299 18.72805
O18 17.75300 11.24249 18.66740
C25 17.65598 10.19004 19.63854
H48 18.56010 11.10224 21.32282
H49 19.08772 9.51876 21.12231
H50 20.65494 10.51759 19.22170
H51 20.47428 11.80486 20.36214
H52 19.51363 11.84477 17.76944
H53 18.87118 12.96612 19.04213
H54 17.61174 9.20468 19.16515
H55 16.74597 10.14422 20.24474

***

- Among the records above, which one has the lowest Kohn-Sham gap?
  C25H55Br2INO5P2Si